1.
Entry from the Open Molecules 2025 dataset: a gas-phase ion, C8H15NP (charge +1) at a distorted geometry (ωB97M-V with the def2-TZVPD basis set).

Its gap between HOMO and LUMO (alpha / beta) is 7.47 / 6.83 eV. The calculated total energy comes out at -19306.829 eV. The net charge is +1. Its maximum force is 4.5 eV/A. The molecular weight is 156.19 g mol⁻¹.

Last column: Löwdin charge in e.
Atoms and positions in Å:
C -2.22679 2.02712 0.35072  -0.02
C -0.89691 2.38076 0.03767  -0.16
C -2.65672 0.67336 0.12012  -0.20
C 0.22986 1.75856 -0.43393  -0.07
C -2.58183 -1.52846 -0.61471  -0.09
C 2.86487 1.22099 -0.17930  -0.16
C 1.14253 -0.82298 -1.42216  -0.19
C 0.97003 -0.54305 1.52762  -0.12
N -1.99148 -0.27046 -0.35799  -0.02
P 1.22987 0.41203 -0.12158  0.83
H -2.98866 2.81996 0.25522  0.13
H -0.63262 3.52618 0.09104  0.16
H -3.81852 0.62992 0.42154  0.17
H -2.04660 -2.25390 -0.05748  0.08
H -3.59514 -1.52681 -0.21280  0.09
H -2.45074 -1.68172 -1.65304  0.08
H 2.75462 2.25593 0.10195  0.06
H 3.24842 1.21589 -1.19690  0.07
H 3.49133 0.70435 0.52148  0.05
H 0.17106 -1.21922 -1.52718  0.01
H 1.86571 -1.70268 -1.31525  0.10
H 1.56592 -0.34236 -2.40967  0.11
H 0.06406 -0.98801 1.34695  -0.02
H 0.66012 0.16665 2.24820  0.04
H 1.69431 -1.36651 1.84178  0.10

Cartesian forces, eV/Å:
1.0196 -0.0477 -1.6649
2.2140 2.6381 -0.0286
-4.0801 1.1925 1.4341
-2.7573 0.2463 0.7401
-0.7903 0.5949 1.2376
-0.7028 -0.4059 -0.0801
3.2055 0.0811 -2.1302
2.0006 0.4864 -1.4885
1.7504 0.8992 -0.0908
1.3658 -1.8104 1.2972
0.4878 -0.4980 0.8021
-0.9050 -1.8345 -0.2374
2.2027 -0.6769 -0.7848
0.6983 -1.0274 0.3215
-0.3845 -0.3525 -0.6227
-0.3977 -0.6706 -1.1042
-0.0444 0.3026 0.3072
0.0777 -0.2367 0.0054
0.6569 -0.1713 0.1615
-1.1402 -0.1676 -0.2677
-0.8663 1.2570 0.5505
-1.3141 -0.6910 1.7438
-2.3007 -1.5852 -0.7707
0.5844 0.8462 1.2122
-0.5802 1.6313 -0.5428

---

2.
Entry from the Open Molecules 2025 dataset: C5H7NO in the gas phase (ωB97M-V with the def2-TZVPD basis set).

Its gap between HOMO and LUMO is 9.21 eV. The calculated total energy comes out at -8831.750 eV. As for the SMILES: C[C@]12N[C@@]13C[C@@]23O. Its maximum force is 0.4 eV/A. The molecular weight is 97.12 g mol⁻¹.

Last column: Löwdin charge in e.
Atoms and positions in Å:
C -1.88629 -0.22487 0.14630  0.00
C -0.40573 -0.39987 0.06008  -0.36
N 0.30015 -1.31203 0.90270  0.02
C 0.91624 0.02405 1.11244  -0.02
C 1.84978 0.13865 -0.13396  -0.08
C 0.48863 0.39145 -0.63799  -0.34
O 0.16656 1.60302 -1.15396  0.07
H -2.22824 0.60125 -0.48712  0.08
H -2.17659 -0.04627 1.18652  0.10
H -2.37541 -1.14621 -0.19291  0.09
H 0.89099 -1.93383 0.34151  0.09
H 2.35956 -0.78533 -0.42523  0.11
H 2.48163 1.02080 -0.21561  0.11
H -0.38128 2.06919 -0.50278  0.13

Cartesian forces, eV/Å:
0.0688 0.0408 -0.0155
-0.3472 0.0813 -0.1834
0.0627 -0.0580 -0.0911
0.2755 -0.1569 0.0912
0.1554 0.0423 -0.0766
-0.0587 -0.0079 0.1211
0.0302 0.0096 0.0759
0.0358 -0.1544 0.1517
0.0537 -0.0402 -0.1702
0.0920 0.1784 0.0992
-0.0453 0.0895 0.0429
-0.1529 0.1488 0.1014
-0.0882 -0.1233 0.0882
-0.0820 -0.0499 -0.2346

---

3.
Entry from the Open Molecules 2025 dataset: C4H11N2O in the gas phase at a distorted geometry (ωB97M-V with the def2-TZVPD basis set).

Its gap between HOMO and LUMO (alpha / beta) is 4.00 / 11.16 eV. The calculated total energy comes out at -9349.784 eV. As for the spin multiplicity: 2. Its maximum force is 3.4 eV/A. The molecular weight is 103.14 g mol⁻¹.

Last column: Mulliken spin population.
Atoms and positions in Å:
O -0.06524 -0.17424 -2.62355  -0.16
C -0.35537 -0.69097 -1.52985  0.20
N -1.50659 -1.46703 -1.51229  -0.03
C 0.47362 -0.29303 -0.31864  0.13
N 1.42845 0.81497 -0.82051  1.36
C -0.02487 0.33758 2.26880  0.19
C -0.48652 0.44558 0.72271  0.37
H -1.74523 -1.92977 -0.68978  0.00
H -2.07920 -1.54122 -2.42908  0.00
H 0.95790 -1.06839 0.32610  0.20
H 1.28682 1.03498 -1.80118  -0.24
H 2.39077 0.34222 -0.60403  -0.64
H 1.31168 1.66321 -0.25928  -0.23
H 0.86896 0.82395 2.38316  -0.10
H 0.26980 -0.69694 2.63128  -0.06
H -0.74409 0.95009 2.89736  -0.02
H -1.55443 -0.04538 0.94045  -0.07
H -0.42645 1.49439 0.41834  0.08

Cartesian forces, eV/Å:
-0.0161 -0.5640 1.1593
-0.9630 0.3483 -3.0274
0.9025 1.2094 -2.1002
-2.2865 1.4262 1.3886
0.0786 -2.5495 1.6694
-1.2222 -0.4717 -0.9460
-0.9626 -1.9320 2.6539
-0.8084 -0.9287 1.1480
1.6772 0.1482 2.5080
0.3194 0.3994 -1.3742
-0.1473 -0.3390 -0.7038
0.5550 0.7134 -0.3206
0.3359 0.2741 0.2628
2.4909 1.5359 0.2159
-1.2685 0.9860 -0.4344
0.5530 -1.3537 -0.5768
1.9536 1.3139 -1.8537
-1.1915 -0.2160 0.3313

---

4.
Entry from the Open Molecules 2025 dataset: a molecular structure, C32H80F4K2N2O24S4 at a distorted geometry (ωB97M-V with the def2-TZVPD basis set).

Its gap between HOMO and LUMO is 9.35 eV. The calculated total energy comes out at -173454.808 eV. Its maximum force is 4.9 eV/A. The molecular weight is 1159.44 g mol⁻¹.

Last column: Löwdin charge in e.
Atoms and positions in Å:
K 1.60356 2.53689 -0.72383  0.77
K 2.15987 -0.88509 0.85740  0.78
N 3.74101 0.93040 -0.46243  -0.41
S 4.91465 1.33045 0.72191  0.50
O 5.86698 2.33582 0.43127  -0.23
O 5.27400 0.21202 1.51088  -0.26
F 3.89760 2.12303 1.67463  -0.19
S 4.83841 0.73847 -1.62708  0.44
O 5.83222 -0.26669 -1.50879  -0.24
O 5.11285 1.97893 -2.26255  -0.26
F 3.82734 0.02199 -2.64076  -0.19
N 0.00139 0.04420 -0.43173  -0.39
S -0.33874 -1.00785 -1.70637  0.48
O -1.15876 -0.58030 -2.77723  -0.23
O -0.35949 -2.37290 -1.33565  -0.25
F 1.10339 -0.91693 -2.38000  -0.19
S -1.51623 0.29186 0.00480  0.44
O -2.23765 -0.85963 0.42180  -0.24
O -2.18279 1.31580 -0.72918  -0.26
F -1.17341 0.99137 1.40851  -0.19
C 3.85436 5.24720 0.84013  -0.08
O 2.66314 5.07401 0.10347  -0.23
C 1.67479 6.01894 0.38566  -0.21
C 0.53453 5.97277 -0.61200  -0.20
O -0.16024 4.73230 -0.61819  -0.25
C -1.37502 4.85270 -1.36565  -0.07
H 4.21053 6.28229 0.86744  0.10
H 4.62470 4.59368 0.43860  0.08
H 3.71010 4.94666 1.88792  0.09
H 2.08205 7.02540 0.19532  0.14
H 1.25943 5.97463 1.39896  0.12
H 0.91510 6.16148 -1.62463  0.12
H -0.13674 6.79261 -0.32863  0.13
H -1.14863 4.76032 -2.42832  0.08
H -1.86399 5.81316 -1.18331  0.09
H -2.02061 4.05703 -1.00028  0.09
C 3.03976 6.60365 -3.52156  -0.11
O 2.06024 5.65097 -3.85825  -0.19
C 2.61405 4.36572 -4.03252  -0.20
C 1.57744 3.46805 -4.64688  -0.18
O 0.66786 3.06271 -3.63251  -0.23
C -0.59292 2.64310 -4.08255  -0.11
H 3.82518 6.64757 -4.28459  0.09
H 3.51457 6.34481 -2.56307  0.09
H 2.56991 7.57732 -3.40719  0.09
H 2.99567 3.94257 -3.09368  0.12
H 3.46592 4.42318 -4.72640  0.14
H 1.98580 2.55847 -5.10343  0.14
H 1.02853 3.98295 -5.44451  0.13
H -1.18026 2.35566 -3.20513  0.08
H -0.58385 1.75265 -4.71866  0.10
H -1.14964 3.47087 -4.54056  0.10
C 1.06938 -3.23787 -5.22723  -0.08
O 0.16675 -2.98315 -6.28394  -0.17
C -1.12815 -3.42765 -5.99353  -0.23
C -1.91078 -3.67579 -7.25407  -0.22
O -1.20840 -4.59113 -8.05910  -0.18
C -2.00088 -5.54333 -8.72994  -0.11
H 0.83955 -2.56533 -4.38767  0.07
H 2.07503 -3.03426 -5.57798  0.09
H 0.87219 -4.23035 -4.81119  0.09
H -1.64557 -2.64832 -5.40921  0.13
H -1.16243 -4.35061 -5.40068  0.12
H -2.13346 -2.73554 -7.77271  0.13
H -2.87709 -4.10529 -6.95006  0.12
H -1.34501 -6.06630 -9.42446  0.09
H -2.80687 -5.08836 -9.31545  0.09
H -2.40363 -6.27992 -8.02471  0.09
C 1.74237 -4.51022 5.76395  -0.12
O 1.75034 -3.23639 5.18650  -0.19
C 3.05872 -2.77179 4.93506  -0.18
C 2.97583 -1.35613 4.37003  -0.16
O 1.82759 -1.19168 3.55061  -0.27
C 0.80788 -0.38830 4.10108  -0.09
H 2.26240 -4.53301 6.73493  0.09
H 2.20121 -5.24969 5.09518  0.09
H 0.72557 -4.82446 5.99551  0.09
H 3.58454 -3.43618 4.24185  0.11
H 3.56102 -2.72140 5.91137  0.13
H 3.87159 -1.12887 3.78645  0.12
H 2.93245 -0.62453 5.18279  0.12
H 0.67218 -0.56239 5.16930  0.10
H -0.14043 -0.61855 3.60718  0.10
H 0.95353 0.68149 3.89546  0.08
C -6.92707 2.92392 3.12165  -0.13
O -6.43313 1.84896 3.85305  -0.20
C -5.19624 2.09820 4.50550  -0.20
C -4.56190 0.75716 4.81572  -0.21
O -3.95648 0.13167 3.71394  -0.18
C -4.82539 -0.48375 2.78513  -0.10
H -7.00160 3.84394 3.72380  0.09
H -7.92933 2.69763 2.76835  0.09
H -6.26031 3.15628 2.27784  0.09
H -5.40387 2.65627 5.42614  0.13
H -4.54472 2.65163 3.81580  0.12
H -5.37847 0.10220 5.16101  0.13
H -3.83967 0.84322 5.62756  0.12
H -4.26643 -1.26116 2.27149  0.08
H -5.27234 0.23420 2.09647  0.09
H -5.66742 -0.95570 3.31081  0.09
C 5.91806 -2.96033 1.32143  -0.08
O 4.73042 -3.52985 1.85269  -0.19
C 4.05265 -4.31822 0.91132  -0.21
C 2.69557 -4.68341 1.45405  -0.17
O 1.79235 -3.61953 1.17622  -0.27
C 0.49034 -3.82681 1.70475  -0.07
H 6.61324 -3.72170 0.95757  0.09
H 6.36028 -2.37532 2.12308  0.09
H 5.68967 -2.27612 0.49620  0.07
H 4.56475 -5.23532 0.58524  0.13
H 3.93427 -3.73630 -0.01850  0.13
H 2.76740 -4.65504 2.55250  0.12
H 2.29918 -5.64919 1.13451  0.13
H -0.17083 -3.06976 1.27880  0.08
H 0.51293 -3.78804 2.79539  0.09
H 0.08991 -4.75989 1.28959  0.09
C -1.68077 -5.74531 -1.81110  -0.09
O -3.03133 -5.47406 -1.46000  -0.20
C -3.97456 -6.06929 -2.33789  -0.20
C -5.25642 -5.29552 -2.14459  -0.21
O -6.34341 -6.02070 -2.67881  -0.18
C -7.45599 -5.21334 -2.96346  -0.12
H -1.39696 -4.91341 -2.46436  0.08
H -1.59541 -6.68829 -2.36122  0.09
H -1.03964 -5.79127 -0.93561  0.07
H -4.08352 -7.13873 -2.12490  0.13
H -3.59219 -5.94021 -3.35951  0.12
H -5.18268 -4.34722 -2.69115  0.12
H -5.39033 -5.06525 -1.08135  0.13
H -8.02886 -4.98008 -2.06004  0.09
H -8.10832 -5.81319 -3.60462  0.09
H -7.18950 -4.31875 -3.53359  0.09
C -1.47639 4.12627 2.44121  -0.13
O -0.31736 3.82539 3.15693  -0.15
C -0.06388 4.89864 4.03861  -0.23
C 0.83992 4.51142 5.17654  -0.21
O 2.15415 4.24803 4.74364  -0.17
C 2.70554 3.06785 5.27185  -0.10
H -1.78935 3.33623 1.75851  0.08
H -1.39959 5.02952 1.82100  0.09
H -2.33655 4.25679 3.11520  0.09
H -1.01816 5.22030 4.49786  0.12
H 0.21435 5.80902 3.48808  0.12
H 0.37984 3.73982 5.79660  0.13
H 0.87253 5.41438 5.80993  0.13
H 3.74832 3.02973 4.95147  0.09
H 2.23607 2.17259 4.84594  0.07
H 2.66926 3.00686 6.36374  0.09

Cartesian forces, eV/Å:
-0.4421 0.4960 -0.3046
0.1952 -0.7153 0.3336
3.6760 0.3917 1.9984
-2.4360 0.8577 1.9052
0.3199 -0.1114 -0.7092
0.1133 -0.7988 0.0935
-0.4375 -0.1999 -0.1471
-2.0577 -0.7682 -4.3655
0.5564 0.1232 1.1228
0.4589 0.2571 -0.0408
-0.1526 0.2383 0.1886
-1.6234 -1.3793 -2.2226
3.3134 -0.8920 -1.5188
-0.9852 0.8348 0.3991
-0.4710 -0.4854 0.9648
0.3913 0.5652 0.4640
-1.0957 1.9783 2.9306
0.0175 -0.4157 -0.5442
0.1353 0.0100 -0.1611
0.3027 0.0420 -0.3588
0.2547 -0.2296 0.9903
-0.0316 -0.5275 -0.3456
-0.5675 0.8476 -0.6756
0.3706 -0.3714 -0.2398
-0.1057 0.5687 0.3285
0.3165 -0.3359 0.2956
-0.1419 0.0426 -0.3704
-0.0591 0.0736 -0.2567
-0.1199 0.0443 -0.0831
0.1112 0.0078 0.4798
0.3641 -0.2794 0.1390
-0.0116 0.0639 0.0449
-0.1133 -0.0535 -0.0620
-0.1750 -0.0554 -0.0562
0.0657 0.0349 0.0816
-0.0833 -0.1108 -0.3277
0.3153 -0.2000 0.4132
-0.1775 0.0570 0.0760
0.2453 -0.0913 -0.6542
-0.7020 -0.5686 -0.0445
0.2657 0.1147 0.5390
-0.8665 -0.1367 0.4524
-0.0526 0.0936 -0.0239
0.0149 0.0180 -0.0691
-0.1223 -0.0082 -0.1576
-0.0397 0.0800 0.0455
0.0149 0.0015 0.0963
0.4043 0.1541 0.0812
0.0999 0.2419 0.1143
0.1975 -0.0145 0.0401
0.2960 0.1886 -0.2322
0.2115 -0.0997 -0.3329
-1.0269 0.6521 0.6175
0.2921 -0.4488 -0.2762
-0.5024 0.5930 0.2601
-0.3836 -0.1938 0.0918
0.1430 0.0167 -0.2536
0.1838 0.0105 -0.0145
0.2264 0.1379 -0.0621
0.0842 -0.3574 0.0045
0.6323 -0.2900 -0.2962
-0.0952 -0.1736 0.0708
0.4366 -0.0398 0.0154
0.2150 -0.0821 -0.2223
0.0146 0.0769 0.0050
0.0226 -0.0089 0.0201
-0.0700 0.0381 0.1229
-0.1833 0.0746 -0.0421
0.1674 -0.4564 0.4748
-0.4144 0.1601 -0.1191
-0.2936 0.1577 0.3167
-0.1979 0.2586 0.2195
0.2949 0.0241 -0.4774
-0.7602 0.3252 -0.1652
0.2108 0.0917 -0.2115
0.0132 -0.0152 0.0764
-0.1475 0.2278 -0.3501
0.0543 -0.0454 0.0991
0.4748 -0.1189 -0.2809
0.0056 -0.1013 -0.0453
-0.0113 -0.0558 0.0307
0.1202 0.0003 0.0123
0.1287 -0.3098 0.0046
0.3159 -0.0781 0.2175
0.2304 0.8690 -0.0745
-0.0932 -0.5769 0.2487
-0.2373 -0.1914 -0.4695
-0.8979 -0.4163 -0.0402
0.6750 0.2180 0.0580
-0.5549 -0.1507 0.4276
0.0269 -0.1260 0.0677
0.0486 -0.2215 -0.0978
-0.1801 -0.0486 -0.0699
0.2828 0.1572 -0.0197
0.0867 0.1686 0.2671
0.0757 0.1140 0.2318
0.2224 0.0542 -0.1911
0.0936 0.1888 -0.1822
0.2076 0.0050 -0.1898
0.0807 -0.0319 0.0143
-0.1877 0.2637 -0.0153
0.2367 -0.2239 0.0535
-0.4546 -0.1060 -0.9595
-0.3522 1.1230 1.1905
-0.0379 0.2494 -0.6913
-0.0103 -0.1184 -0.7119
0.0054 -0.0791 0.1226
0.1496 -0.0642 -0.0237
0.0020 -0.0632 -0.0101
0.4289 0.1031 0.4879
-0.1792 -0.0682 0.0450
0.2460 -0.7113 -0.0405
0.0588 0.0340 -0.2631
0.1627 0.2500 0.2395
-0.1621 -0.1381 0.0279
0.0328 -0.1828 0.4799
-0.6129 0.4008 -0.7372
0.0153 -0.5011 0.6190
0.7112 0.4067 0.0622
-0.2279 0.2004 -0.2740
0.2988 -0.1018 -0.0313
-0.5134 -0.6443 -0.3045
0.5846 -0.2066 0.0185
0.0386 -0.0129 0.0742
-0.1451 0.1648 0.1618
-0.1551 0.0287 -0.0171
-0.3029 -0.2136 -0.0970
0.1437 0.0859 0.1906
-0.0505 -0.0896 0.0037
0.1521 0.3198 0.0196
0.0116 0.0587 0.0755
0.0807 0.1457 0.2317
-1.3277 -0.0502 -0.6658
0.2014 0.1598 0.0399
-0.9124 0.0407 0.2478
0.0708 1.3848 -0.0228
-0.0919 -0.3182 0.1246
0.4587 -0.4594 -0.4132
0.5632 -0.2794 0.1174
0.2741 0.0975 0.1909
0.1434 0.1350 0.1086
0.0708 -0.2725 0.1224
0.6602 -0.2352 -0.0069
0.2049 -0.4060 -0.2848
0.0265 -0.1613 0.0954
-0.0072 0.1282 0.1280
-0.1925 0.0995 0.1360
-0.0846 0.1667 0.0175

---

5.
Entry from the Open Molecules 2025 dataset: 2 unconnected molecules or ions with the total composition C4H12 at a distorted geometry (ωB97M-V with the def2-TZVPD basis set).

Its gap between HOMO and LUMO is 12.77 eV. The calculated total energy comes out at -4342.298 eV. As for the SMILES: CC.CC. Its maximum force is 1.9 eV/A. The molecular weight is 60.14 g mol⁻¹.

Last column: Löwdin charge in e.
Atoms and positions in Å:
C -0.43720 1.34384 0.74174  -0.17
C -0.92583 2.60066 0.00779  -0.17
H 0.50801 1.49193 1.25162  0.07
H -1.20413 0.97324 1.41197  0.06
H -0.33945 0.56560 -0.00845  0.03
H -0.13405 2.95897 -0.65898  0.06
H -1.13071 3.42348 0.69789  0.06
H -1.77126 2.38057 -0.64495  0.06
C 1.37804 -1.74190 -0.59403  -0.16
C -0.00687 -2.21919 -0.14609  -0.18
H 1.40836 -1.66646 -1.69171  0.06
H 1.58398 -0.73385 -0.24094  0.05
H 2.06838 -2.53807 -0.35469  0.06
H -0.85319 -1.58790 -0.39877  0.05
H 0.05075 -2.44572 0.92358  0.06
H -0.28759 -3.19332 -0.57145  0.06

Cartesian forces, eV/Å:
-0.7209 0.1778 -0.8255
0.7922 0.0863 0.0228
0.0365 -0.0098 0.1483
0.0234 0.0408 0.4383
0.3731 -0.1912 0.0106
-0.0388 -0.0001 0.0532
-0.2904 -0.1266 -0.1386
-0.1891 0.1109 0.3082
-1.2455 -0.1898 -1.3879
0.0809 -0.9948 0.2394
-0.0378 0.0082 0.1699
0.4571 -0.2962 0.4490
0.6399 0.3574 0.4435
0.1388 0.4234 0.2567
-0.4105 0.4650 0.0387
0.3910 0.1388 -0.2266